[1]
This record from the OMol25 dataset describes a molecular structure, C6H9CoO4 at a distorted geometry. The level of theory is the ωB97M-V functional and the def2-TZVPD basis.

Geometry as XYZ:
```
20
Properties=species:S:1:pos:R:3:mulliken_charge:R:1
O 1.9665 -0.2470 -0.2041 -0.329
Co 1.0737 1.3897 0.3005 0.829
O 2.9744 1.6565 -0.1123 -0.528
C 3.1890 0.4253 -0.3679 0.928
O 4.1915 -0.1705 -0.6804 -0.428
C 1.8605 -1.6658 -0.3963 -0.169
C 0.3963 -2.0330 -0.3836 -1.024
H 2.3344 -1.9143 -1.3545 0.376
H 2.4152 -2.1633 0.4103 0.373
H -0.1647 -1.4300 -1.1111 0.088
H 0.2881 -3.0912 -0.6525 0.433
H -0.0465 -1.8789 0.6096 0.253
C -2.9753 1.0872 0.5782 -0.265
C -3.1672 2.4159 0.4922 -0.332
H -3.6472 0.4297 1.1329 0.413
H -2.5149 2.9639 1.1963 0.379
H -4.1689 2.8200 0.3498 0.371
O -0.6518 0.8807 0.7608 -0.372
C -1.6911 0.5007 0.2140 0.569
H -1.6619 0.0244 -0.7818 0.435
```

Results
HOMO (spin up / spin down) (eV): -17.00 / -17.05
Net charge: +2
Frontier orbital gap (spin up / spin down) (eV): 4.867 / 3.285
Energy relative to the best compared isomer or geometry (same formula, charge and spin) (kcal/mol): 22.8
Multiplicity: 5



[2]
This record from the OMol25 dataset describes a molecular structure, C11H7CeN2O6 at a distorted geometry. The level of theory is the ωB97M-V functional and the def2-TZVPD basis.

Geometry as XYZ:
```
27
Properties=species:S:1:pos:R:3:mulliken_charge:R:1
O -1.6642 2.8735 -7.1276 -0.112
C -1.6784 2.8589 -5.9932 0.110
Ce -1.6616 0.6337 -1.8400 -0.433
C -1.7026 0.9768 -0.0249 0.720
O -1.7283 1.1905 1.1059 -0.131
C -1.6377 -1.2106 -1.7149 0.577
O -1.6217 -2.3583 -1.6933 -0.213
C 0.1782 0.6190 -2.0204 0.685
O 1.3138 0.5993 -2.1875 -0.140
C -3.4916 0.5664 -2.0932 0.527
O -4.6187 0.5145 -2.3052 -0.087
H -1.6265 0.3407 -3.3896 0.473
N 2.6374 0.8042 3.8235 -0.374
C 2.2564 0.9558 2.5286 0.564
O 2.4510 2.0349 1.9867 -0.593
C 1.5310 -0.1216 1.7823 -0.113
C 1.4636 -1.4294 2.2502 -0.373
C 0.6749 -2.3447 1.5878 -0.888
C -0.0821 -1.9598 0.4805 -0.445
N -0.0424 -0.6710 -0.0616 -0.423
C 0.8124 0.2069 0.6174 0.203
H 3.0895 1.5851 4.3225 0.267
H 2.4423 -0.0495 4.3604 0.161
H 1.9872 -1.7540 3.1368 0.399
H 0.5941 -3.3536 1.9756 0.449
H -0.7248 -2.7531 0.1796 0.480
H 0.8486 1.2455 0.3131 0.712
```

Results
HOMO (spin up / spin down) (eV): -15.95 / -15.95
Net charge: +2
Frontier orbital gap (spin up / spin down) (eV): 4.598 / 4.660
Energy relative to the best compared isomer or geometry (same formula, charge and spin) (kcal/mol): 345.7
Multiplicity: 2



[3]
This record from the OMol25 dataset describes a molecular structure, C12H30ClI2IrN2OP2 at a distorted geometry. The level of theory is the ωB97M-V functional and the def2-TZVPD basis.

Geometry as XYZ:
```
51
Properties=species:S:1:pos:R:3:mulliken_charge:R:1
I -1.3432 1.2705 -0.4573 0.052
I -1.3859 -1.1416 -0.0559 0.238
Ir 1.7108 -0.2499 -4.2259 0.642
P -3.1269 0.0025 -2.0351 0.592
C -4.5178 -0.0372 -0.8939 -1.085
C -3.2421 1.4081 -3.1699 -1.109
H -4.2817 1.4734 -3.5322 0.390
H -4.0750 -1.5612 -3.5908 0.394
H -2.5606 1.2601 -4.0251 0.346
H -2.3350 -1.3063 -3.9412 0.318
H -4.6521 0.9448 -0.4309 0.368
H -2.9573 2.3250 -2.6325 0.391
C -3.0737 -1.4451 -3.1290 -1.004
H -5.3999 -0.2857 -1.4915 0.406
H -2.8168 -2.3558 -2.5635 0.353
H -4.3742 -0.7892 -0.1109 0.399
P 2.5344 0.0196 -2.3040 0.543
C 3.2707 0.1509 -0.6858 -1.105
C 3.3910 -1.4180 -3.1231 -1.213
H 2.9470 1.3714 -4.3657 0.564
H 4.3797 1.2307 -3.2170 0.435
H 2.9566 2.2996 -2.8132 0.392
C 3.2975 1.3737 -3.2952 -1.312
H 3.1113 -1.6614 -4.1864 0.438
H 4.4352 -1.1083 -3.0491 0.419
H 4.3360 0.4290 -0.7987 0.440
H 3.2242 -0.7953 -0.1290 0.259
H 3.1562 -2.2702 -2.4781 0.394
H 2.7684 0.8857 -0.0432 0.415
Cl 0.5405 -0.2064 -6.0895 -0.275
C 1.0797 -2.1260 2.1946 -0.637
N 0.6639 -1.0261 3.0278 0.351
C 0.0738 -1.3752 4.3036 -0.562
C 0.2107 -0.1779 5.1952 -0.802
C -0.5511 0.9668 4.5844 -0.520
N -0.0619 1.1603 3.2453 0.450
C -0.3847 2.4107 2.6266 -1.118
C 0.7715 0.2805 2.5776 0.291
O 1.4647 0.6355 1.6151 -0.547
H 1.5326 -2.8916 2.8366 0.364
H 1.7944 -1.7768 1.4457 0.038
H 0.2097 -2.5613 1.6697 0.221
H -0.9836 -1.6707 4.2044 0.276
H 0.6211 -2.2438 4.6803 0.468
H 1.2645 0.0874 5.3086 0.343
H -0.1427 -0.3778 6.1997 0.395
H -0.4480 1.9075 5.1461 0.424
H -1.6250 0.7160 4.5797 0.340
H -1.4531 2.4551 2.3553 0.395
H -0.1802 3.2287 3.3287 0.340
H 0.2262 2.5651 1.7384 0.405
```

Results
HOMO (spin up / spin down) (eV): -16.36 / -17.85
Net charge: +3
Frontier orbital gap (spin up / spin down) (eV): 6.463 / 5.507
Energy relative to the best compared isomer or geometry (same formula, charge and spin) (kcal/mol): 92.0
Multiplicity: 6



[4]
This record from the OMol25 dataset describes a molecular structure, C2BrI3O at a distorted geometry. The level of theory is the ωB97M-V functional and the def2-TZVPD basis.

Geometry as XYZ:
```
7
Properties=species:S:1:pos:R:3:mulliken_charge:R:1
C 1.0575 0.0706 0.1276 0.417
C -1.5988 -0.5348 0.1730 -0.646
O 1.0629 1.2027 0.3029 -0.297
Br 1.9616 -1.3725 -0.3891 0.064
I -2.0532 -0.7139 -1.8313 0.175
I -1.8436 -2.3043 1.4062 0.119
I -2.3377 1.2223 1.0882 0.168
```

Results
HOMO (spin up / spin down) (eV): -7.87 / -8.18
Frontier orbital gap (spin up / spin down) (eV): 6.470 / 7.353
Energy relative to the best compared isomer or geometry (same formula, charge and spin) (kcal/mol): 72.8



[5]
This record from the OMol25 dataset describes a molecular structure, C38H44BrN4NiO4Si at a distorted geometry. The level of theory is the ωB97M-V functional and the def2-TZVPD basis.

Geometry as XYZ:
```
93
Properties=species:S:1:pos:R:3:mulliken_charge:R:1
Ni 0.0638 -0.1820 -1.1279 0.792
C -0.8214 -1.0666 0.3863 -0.954
Si -2.6654 -0.9067 0.3601 -0.346
C -3.4006 0.9199 -0.2271 -1.153
N -2.7591 1.5737 -1.2665 0.607
C -1.8862 2.6933 -1.0257 -0.725
C -2.6719 4.0088 -1.2449 -0.852
C -3.7433 3.8152 -2.3295 -0.718
C -3.2761 2.7705 -3.3427 -0.771
C -3.1602 1.4014 -2.6487 -0.420
C -3.3607 -0.8625 2.1127 0.603
C -3.0056 0.1355 3.0219 -0.339
C -3.4775 0.1181 4.3241 -0.728
C -4.3183 -0.9060 4.7395 -0.502
C -4.6726 -1.9130 3.8551 -0.722
C -4.1983 -1.8896 2.5509 -0.300
C -3.6249 -2.1285 -0.6827 0.545
C -2.9804 -3.2434 -1.2216 -0.338
C -3.7009 -4.2276 -1.8809 -0.666
C -5.0719 -4.0969 -2.0406 -0.534
C -5.7268 -2.9823 -1.5329 -0.813
C -5.0075 -2.0179 -0.8455 0.022
H -0.5304 -2.1189 0.3093 0.675
H -0.4169 -0.6775 1.3226 0.777
H -3.3648 1.4914 0.7000 0.740
H -4.4278 0.6624 -0.4859 0.606
H -1.0544 2.6357 -1.7313 0.371
H -1.4896 2.6385 -0.0146 0.169
H -1.9613 4.7808 -1.5414 0.483
H -3.1360 4.3265 -0.3106 0.322
H -3.9519 4.7635 -2.8228 0.437
H -4.6805 3.4781 -1.8785 0.295
H -2.3166 3.0722 -3.7667 0.341
H -3.9822 2.6833 -4.1668 0.478
H -2.4222 0.7900 -3.1743 -0.136
H -4.1079 0.8630 -2.6664 0.626
H -2.3404 0.9359 2.7053 0.265
H -3.1855 0.8981 5.0156 0.424
H -4.6949 -0.9167 5.7538 0.384
H -5.3152 -2.7214 4.1790 0.416
H -4.4758 -2.6789 1.8624 0.334
H -1.9053 -3.3367 -1.1180 0.193
H -3.1948 -5.0997 -2.2751 0.436
H -5.6336 -4.8615 -2.5610 0.400
H -6.7947 -2.8691 -1.6655 0.421
H -5.5438 -1.1797 -0.4116 0.339
C 0.5861 -3.6589 -3.4708 -1.147
O 1.1840 -2.7335 -2.5697 -0.032
C 2.3934 -3.0633 -2.0697 0.613
C 3.0143 -4.2838 -2.2725 -0.553
C 4.2626 -4.5002 -1.7063 -0.407
Br 5.1262 -6.1556 -2.0202 -0.190
C 4.8774 -3.5514 -0.9252 -1.037
C 4.2609 -2.3154 -0.7206 0.701
C 3.0335 -2.0607 -1.3234 0.075
O 2.4599 -0.7819 -1.2219 -0.442
C 4.9446 -1.3342 0.1248 0.314
N 6.2253 -1.3466 0.3670 -0.720
C 6.4598 -0.2855 1.2111 -0.094
C 7.6529 0.1754 1.7666 -0.818
C 7.5949 1.2841 2.5856 -0.504
C 6.3842 1.9341 2.8596 -1.038
C 5.1904 1.4905 2.3238 -0.170
C 5.2476 0.3787 1.4907 1.229
N 4.2962 -0.3133 0.7784 0.086
H 1.2067 -3.7798 -4.3610 0.463
H -0.3717 -3.2325 -3.7493 0.192
H 0.4288 -4.6269 -2.9894 0.421
H 2.5583 -5.0539 -2.8756 0.530
H 5.8393 -3.7355 -0.4695 0.582
H 2.4169 -0.4113 -2.1153 0.224
H 8.5859 -0.3256 1.5482 0.461
H 8.5027 1.6665 3.0331 0.388
H 6.3853 2.8055 3.5011 0.428
H 4.2574 1.9892 2.5513 0.228
H 3.3135 -0.1242 0.7042 0.010
O -1.0676 -0.5888 -2.2929 -0.243
O -0.2180 0.2493 -2.9444 -0.715
C 0.7207 4.1824 1.5699 -1.850
C 1.7621 3.0559 1.4796 2.545
C 3.0903 3.5957 0.9248 -1.678
C 1.9539 2.3861 2.8533 -1.941
C 1.2675 2.0252 0.5725 0.374
N 0.8993 1.1819 -0.1083 -0.654
H 1.1170 4.9883 2.1863 0.523
H -0.2017 3.8262 2.0311 0.287
H 0.4944 4.5875 0.5829 0.341
H 3.5082 4.3067 1.6365 0.408
H 2.9312 4.1092 -0.0235 0.413
H 3.8159 2.7980 0.7654 0.394
H 2.4463 3.0792 3.5346 0.438
H 2.5646 1.4874 2.7741 0.654
H 0.9909 2.1070 3.2819 0.424
```

Results
HOMO (spin up / spin down) (eV): -10.21 / -10.21
Net charge: +1
Frontier orbital gap (spin up / spin down) (eV): 7.542 / 5.477
Energy relative to the best compared isomer or geometry (same formula, charge and spin) (kcal/mol): 0.0
Multiplicity: 3



[6]
This record from the OMol25 dataset describes a molecular structure, C16H33N3NbOSiTl at a distorted geometry. The level of theory is the ωB97M-V functional and the def2-TZVPD basis.

Geometry as XYZ:
```
56
Properties=species:S:1:pos:R:3:mulliken_charge:R:1
N 2.0715 -0.3565 -0.6499 -0.465
C 3.0974 -0.7620 -0.1289 0.658
O 4.0749 -1.2094 0.3695 -0.412
Tl 1.5303 -0.0204 -3.6491 1.107
Nb 0.0774 -0.0438 -0.7330 -0.339
N -0.5898 -1.5122 -1.9155 0.787
N -0.1875 1.6801 -1.6459 0.691
C -0.3865 -2.9257 -1.5192 1.262
C 0.3981 3.0184 -1.7276 0.527
C 0.7918 -3.5070 -2.2994 -1.440
C -1.6786 -3.6703 -1.8488 -1.625
C -0.1054 -3.0223 -0.0280 -1.897
C 0.0500 3.6106 -3.0960 -1.356
C -0.1692 3.8997 -0.6099 -1.558
C 1.9065 2.8859 -1.5666 -1.299
H 0.6576 -3.4026 -3.3838 0.353
H 0.8653 -4.5802 -2.0614 0.444
H 1.7414 -3.0219 -2.0225 0.266
H -2.5238 -3.1745 -1.3557 0.403
H -1.6216 -4.7022 -1.4786 0.446
H -1.8617 -3.7111 -2.9289 0.414
H 0.8103 -2.4820 0.2665 0.327
H 0.0482 -4.0814 0.2236 0.556
H -0.9562 -2.6670 0.5675 0.446
H 0.3486 2.9257 -3.9044 0.246
H 0.5857 4.5635 -3.2211 0.451
H -1.0266 3.8087 -3.1704 0.377
H -1.2498 4.0499 -0.7211 0.435
H 0.3086 4.8895 -0.6653 0.471
H 0.0306 3.4691 0.3816 0.366
H 2.1893 2.3824 -0.6303 0.271
H 2.3355 3.8992 -1.5587 0.517
H 2.3699 2.3425 -2.4057 0.170
C -1.6830 1.5872 -1.7836 -1.118
H -2.0477 0.6379 -1.3064 0.516
H -2.1735 2.4304 -1.2730 0.416
H -1.9968 1.5937 -2.8490 0.350
C -1.1438 -1.2819 -3.2788 -1.588
H -2.2349 -1.4180 -3.3077 0.302
H -0.9764 -0.2359 -3.6060 0.410
H -0.6696 -1.9723 -3.9962 0.524
C 1.4593 -0.8557 4.9956 -0.914
Si -0.1084 0.0118 4.4566 -0.009
C -1.5920 -0.9006 5.1673 -0.937
C -0.0288 1.7753 5.0904 -0.918
C -0.1219 -0.0130 2.5921 0.924
C -0.2014 0.0072 1.3361 -0.385
H 1.5011 -0.8655 6.0933 0.307
H 2.3285 -0.3123 4.5953 0.312
H 1.4698 -1.8857 4.6133 0.305
H -1.5806 -0.9008 6.2689 0.316
H -2.5295 -0.4314 4.8327 0.330
H -1.5865 -1.9468 4.8250 0.315
H 0.8905 2.2544 4.7210 0.304
H -0.8922 2.3574 4.7399 0.319
H -0.0142 1.7920 6.1901 0.317
```

Results
HOMO (eV): -15.12
Net charge: +2
Frontier orbital gap (eV): 6.664